Record 1
The following is a DFT calculation (ωB97M-V/def2-TZVPD) of 4 unconnected molecules or ions with the total composition C2H12N2O3 at a distorted geometry.

Element x y z (Å)
C1 -2.014586 -1.531271 -0.093393
N1 -0.046682 0.348739 -0.041521
C2 0.187442 -0.906083 -0.581411
N2 -0.709884 -1.800766 -0.651476
H1 -2.506258 -2.477672 0.037273
H2 -1.966899 -1.045474 0.893059
H3 -2.589672 -0.831754 -0.718199
H4 -0.962079 0.736000 -0.158324
H5 0.770580 0.908377 0.121009
H6 1.003919 -0.970969 -1.292793
H7 2.846266 3.269266 -4.930653
H8 1.929865 4.289185 -5.310271
O1 2.096324 3.357590 -5.539665
H9 0.819244 -1.863408 1.979324
H10 0.778249 -2.724394 3.177967
O2 0.198144 -2.115462 2.681331
H11 0.826208 1.185014 3.522179
H12 -0.615663 0.923009 3.807561
O3 -0.044517 1.250072 3.098001

Atomic forces in eV per Å
C 0.6 0.5 0.8
N 1.0 -0.9 -0.3
C -1.7 1.1 -0.9
N 0.2 -0.5 -0.7
H -0.6 -0.3 -0.1
H 0.1 -0.1 0.0
H 0.0 -0.3 -0.2
H 0.0 0.3 0.4
H -0.3 0.5 0.0
H 0.8 -0.4 0.8
H 0.0 -0.9 -0.2
H -0.6 -0.2 -0.6
O 0.6 1.1 0.8
H -0.3 0.4 -0.2
H -0.5 0.2 0.1
O 0.7 -0.6 0.2
H 0.1 -0.1 -0.3
H -0.1 -0.1 -0.2
O 0.1 0.2 0.5

Summary:
Net charge   -1
Largest force on an atom   2.3 eV Å⁻¹
Highest occupied orbital energy (spin up / spin down)   0.97 / -5.65 eV
Multiplicity   2
Gap between HOMO and LUMO (spin up / spin down)   0.0718 / 0.3165 Ha

Record 2
The following is a DFT calculation (ωB97M-V/def2-TZVPD) of 4 unconnected molecules or ions with the total composition C2H12N2O3 at a distorted geometry.

Element x y z (Å)
H1 2.408276 0.781765 2.386183
N1 1.619218 0.505442 1.807013
C1 1.208129 1.582081 1.234654
N2 0.089896 1.715267 0.502080
C2 0.027210 2.734886 -0.578399
H2 1.666587 2.550302 1.470802
H3 -0.471292 0.893811 0.317373
H4 -1.010532 2.894303 -0.837461
H5 0.597135 2.370702 -1.430871
H6 0.541932 3.579620 -0.136690
O1 -1.433440 -3.415741 -1.670530
H7 -1.533971 -3.954447 -0.891245
H8 -2.272800 -2.965213 -1.788201
O2 -0.139908 -0.766820 -2.258331
H9 -0.410075 -1.667426 -2.021497
H10 0.449310 -0.494102 -1.550870
O3 -0.793502 -1.232825 1.421583
H11 0.048506 -0.738501 1.317912
H12 -1.015776 -1.242259 2.347786

Atomic forces in eV per Å
H 0.0 -0.5 0.1
N -0.2 0.6 -0.5
C 0.2 0.1 1.2
N -0.8 0.1 -1.2
C 0.7 -1.2 1.2
H 0.2 0.0 -0.4
H 0.1 -0.1 0.2
H 0.0 0.4 0.0
H -0.1 0.2 -0.3
H -0.3 0.6 -0.4
O 0.2 0.3 -0.6
H 0.0 -0.2 0.5
H -0.2 0.0 0.1
O -0.1 0.0 0.0
H 0.1 0.0 0.1
H 0.1 -0.1 0.0
O 0.2 0.2 -1.1
H -0.2 -0.6 0.8
H 0.2 0.2 0.4

Summary:
SMILES   [H]/N=C/NC.O.O.O
Largest force on an atom   1.9 eV Å⁻¹
Highest occupied orbital energy   -9.33 eV
Gap between HOMO and LUMO   0.3743 Ha

Record 3
The following is a DFT calculation (ωB97M-V/def2-TZVPD) of 4 unconnected molecules or ions with the total composition C2H12N2O4 at a distorted geometry.

Element x y z (Å)
N1 0.812218 1.472686 -0.400654
C1 2.174547 2.020341 -0.648608
N2 3.101577 0.905267 -0.728702
C2 3.126029 0.181043 -1.893822
O1 2.218286 0.329563 -2.691736
H1 0.579771 1.332838 0.566463
H2 0.557015 0.740648 -1.038682
H3 2.394991 2.645362 0.214728
H4 2.241840 2.533645 -1.607730
H5 3.858551 0.946678 -0.065949
H6 3.789848 -0.693004 -2.016170
O2 -0.476846 -1.812590 3.842739
H7 -1.329679 -1.375587 3.693833
H8 -0.733683 -2.605765 3.347850
O3 -4.163666 -2.182192 -1.607574
H9 -4.464461 -2.973793 -2.070867
H10 -4.833641 -2.160193 -0.918557
O4 -2.936118 0.019922 1.705375
H11 -3.690226 0.316263 1.181669
H12 -2.226346 0.358863 1.136399

Atomic forces in eV per Å
N 0.6 1.8 -0.6
C -1.9 -1.7 0.4
N 1.5 0.2 -0.1
C -1.5 -0.4 0.8
O 0.3 0.1 -0.5
H 0.2 -0.3 0.0
H 0.0 -0.2 0.1
H 0.4 0.1 -0.3
H -0.4 0.3 0.2
H 0.3 -0.5 -0.3
H 0.5 0.6 0.4
O -1.2 -0.4 -0.7
H 0.3 0.8 0.4
H 0.8 -0.3 0.2
O -0.5 -0.5 0.0
H 0.4 0.1 -0.4
H 0.1 0.4 0.4
O 0.2 0.4 -0.7
H -0.3 -0.2 0.3
H 0.1 -0.3 0.4

Summary:
SMILES   NCNC=O.O.O.O
Largest force on an atom   2.6 eV Å⁻¹
Highest occupied orbital energy   -9.12 eV
Gap between HOMO and LUMO   0.3540 Ha

Record 4
The following is a DFT calculation (ωB97M-V/def2-TZVPD) of 2 unconnected molecules or ions with the total composition C2H12N4 at a distorted geometry.

Element x y z (Å)
N1 2.769463 0.758557 -0.430768
C1 1.808987 0.871008 0.694981
N2 0.538446 1.513514 0.480414
H1 2.761564 -0.184169 -0.792255
H2 2.584670 1.353277 -1.228767
H3 1.550123 -0.146946 1.017547
H4 2.407078 1.321667 1.484554
H5 0.533038 2.178441 -0.283205
H6 -0.189521 0.830188 0.297940
N3 -2.284754 -1.154305 0.976212
C2 -1.971224 -1.347337 -0.465282
N4 -0.869494 -0.636159 -1.038113
H7 -1.449326 -1.299839 1.531905
H8 -2.482009 -0.180754 1.188867
H9 -1.591310 -2.371912 -0.433350
H10 -2.939060 -1.193580 -0.939129
H11 -0.040231 -1.106279 -1.344808
H12 -1.083655 0.228130 -1.506134

Atomic forces in eV per Å
N -0.2 -0.5 -0.2
C 0.5 -0.5 -0.3
N -0.3 0.4 0.1
H 0.0 -0.1 -0.1
H -0.2 0.3 0.2
H 0.4 0.1 0.1
H -0.4 0.4 0.3
H 0.2 0.1 0.2
H 0.4 0.1 -0.1
N 0.5 0.8 -0.1
C 0.7 -1.1 1.6
N -0.6 1.1 0.2
H 0.2 -0.4 0.0
H -0.4 0.1 -0.3
H -0.9 -0.3 -0.6
H 0.3 -0.3 -0.6
H -0.2 -0.2 -0.1
H 0.2 -0.1 -0.2

Summary:
SMILES   NCN.NCN
Largest force on an atom   2.0 eV Å⁻¹
Highest occupied orbital energy   -8.96 eV
Gap between HOMO and LUMO   0.3579 Ha

The evaluated energy for the records listed, in turn: -11389.288, -11391.152, -13438.380, -8228.146 eV.
The evaluated energy relative to the best compared isomer or geometry (same formula, charge and spin) for the records listed, in turn: 130.1, 57.6, 196.6, 60.1 kJ/mol.